Entry 1:
40
Properties=species:S:1:pos:R:3:forces:R:3:mulliken_spin:R:1 method="wB97M-V/def2-TZVPD" gap_ha="0.237 / 0.184" s2=0.76 charge=0 homo_energy_ev="-6.65 / -6.63" fmax_ev_per_a=0.6 spin_multiplicity=2 e_tot_ha=-14714.7447 e_above_lowest_kj_mol=31.89
Cu -0.247553 -0.467366 0.662460 -0.26 0.37 0.39 0.0047
Se -2.127601 -3.218914 1.177952 0.07 0.06 -0.03 0.6182
Se -2.693196 -2.840802 3.306291 0.07 -0.19 -0.02 0.3233
Te -3.045336 -0.349952 3.552706 -0.26 0.13 -0.02 0.0178
Se -0.880566 0.610719 2.903577 0.35 0.00 -0.01 0.0259
Se 2.387735 0.900124 2.460343 -0.36 -0.04 0.19 -0.0019
Se 3.829238 1.246359 0.696714 0.18 0.15 -0.26 0.0011
C 2.617098 2.058924 -0.585651 0.03 -0.25 0.18 0.0003
C 2.513565 3.442089 -0.641780 0.02 -0.04 0.02 0.0002
C 1.650432 3.991213 -1.576482 0.00 0.02 0.02 0.0000
C 0.966089 3.142901 -2.432194 -0.02 0.02 0.03 -0.0002
C 1.157587 1.776314 -2.300214 0.04 -0.03 0.01 -0.0001
N 1.953343 1.234315 -1.380309 0.02 -0.02 -0.13 0.0000
C 2.092934 -0.996032 2.242126 0.22 0.10 0.02 -0.0030
C 2.648547 -1.846689 3.182490 0.04 0.05 0.01 0.0056
C 2.532890 -3.216067 3.005121 -0.05 0.06 -0.07 -0.0004
C 1.918783 -3.678049 1.854144 0.01 -0.10 0.04 -0.0024
C 1.382247 -2.758703 0.971672 0.09 0.07 0.04 -0.0015
N 1.414433 -1.434294 1.178063 0.04 -0.28 0.01 0.0039
H 3.099251 4.047298 0.035046 -0.07 0.07 -0.01 0.0000
H 1.514272 5.063311 -1.634198 0.04 0.01 -0.03 0.0000
H 0.296772 3.527807 -3.189379 0.00 0.00 0.01 0.0000
H 0.671221 1.078303 -2.970288 -0.13 -0.03 0.03 -0.0001
H 3.166393 -1.420029 4.029400 0.02 -0.06 0.01 0.0004
H 2.938756 -3.902279 3.736011 0.01 -0.01 -0.01 -0.0005
H 1.836114 -4.734395 1.641643 -0.01 0.00 0.00 0.0006
H 0.912896 -3.091380 0.057084 -0.09 -0.01 0.01 0.0063
N -1.182350 -1.565150 -2.031925 0.11 -0.09 0.01 0.0001
C -2.019127 -0.552579 -1.659128 -0.12 0.51 -0.07 -0.0015
C -3.083825 -0.167414 -2.488279 0.01 -0.12 -0.03 -0.0005
C -3.867080 0.900867 -2.123856 0.07 -0.07 0.12 -0.0013
C -3.588419 1.569345 -0.933850 -0.04 0.06 -0.11 -0.0028
C -2.511281 1.152379 -0.187284 -0.16 0.15 0.03 0.0009
N -1.731351 0.117823 -0.531546 0.04 -0.34 -0.46 0.0060
H -1.521424 -2.225618 -2.709453 -0.02 -0.02 0.04 -0.0001
H -0.601252 -1.940347 -1.297785 0.01 -0.03 -0.02 0.0003
H -3.268936 -0.718939 -3.400911 -0.01 0.02 0.00 0.0002
H -4.687587 1.214741 -2.755675 -0.03 -0.03 0.01 -0.0001
H -4.197447 2.395109 -0.596960 0.06 0.03 0.01 0.0001
H -2.246265 1.655055 0.734302 0.07 -0.11 0.04 0.0007


Entry 2:
13
Properties=species:S:1:pos:R:3:forces:R:3:lowdin_charge:R:1 method="wB97M-V/def2-TZVPD" gap_ha=0.331 smiles=Cc1c[nH]c[n+]1I charge=+1 homo_energy_ev=-14.04 fmax_ev_per_a=4.8 e_tot_ha=-562.9473 e_above_lowest_kj_mol=59.90
C 1.261165 -0.440083 0.064916 -0.12 0.39 -0.83 0.0283
C -0.556503 -1.670020 -0.020836 1.28 3.73 -0.65 -0.1273
C 0.226414 0.426375 -0.062031 -1.65 -0.61 0.36 -0.3007
C -0.044341 1.864700 -0.022476 4.72 0.45 1.00 -0.0575
N 0.761546 -1.734067 -0.020820 -0.62 0.53 0.59 0.1333
N -0.897572 -0.364916 -0.092965 -1.55 -2.01 0.26 -0.4073
I -2.880069 0.251051 -0.002079 0.66 -0.24 -0.11 1.0723
H 2.250850 -0.106455 0.172530 1.26 -0.44 -0.04 0.1309
H -1.167411 -2.465598 0.089222 -2.01 -2.30 -0.01 0.1158
H -0.341855 2.338040 -0.874859 -1.08 0.52 -2.89 0.0604
H -0.698569 2.186854 0.711942 -1.18 0.20 1.82 0.0413
H 0.945785 2.375152 0.141862 -0.88 -0.34 0.25 0.1277
H 1.140560 -2.661032 -0.084402 1.17 0.11 0.25 0.1829


Entry 3:
43
Properties=species:S:1:pos:R:3:forces:R:3:lowdin_charge:R:1 method="wB97M-V/def2-TZVPD" gap_ha=0.299 smiles="FC(F)(F)c1ccccc1O[C@@H](/C=C/c1ccc(Cl)cc1)c1ccc(Cl)cc1" charge=0 homo_energy_ev=-8.41 fmax_ev_per_a=3.1 e_tot_ha=-2142.4893
Cl -6.622492 2.142363 3.153225 -0.25 0.33 0.00 0.6727
C -5.183382 1.237841 2.915511 0.71 -1.66 -0.08 -0.6845
C -5.294480 -0.184941 2.827966 0.60 1.01 0.07 -0.0955
C -4.123383 -0.919166 2.638391 0.77 0.04 -0.68 -0.0370
C -2.853503 -0.310035 2.437580 -1.38 1.59 1.80 -0.2012
C -1.671053 -1.092992 2.135277 -0.63 -1.05 1.22 -0.0366
C -0.420293 -0.686784 2.299612 0.50 1.05 -1.39 -0.0438
C 0.660279 -1.235934 1.455141 1.38 -1.91 1.95 -0.1631
C 2.024925 -0.583293 1.809399 -0.34 1.08 0.58 -0.1559
C 3.182834 -0.968572 1.167585 2.10 0.27 -1.02 -0.0192
C 4.374989 -0.174267 1.136067 -1.72 0.90 1.53 -0.0592
C 4.386012 1.045092 1.894483 -0.71 -1.55 -1.01 -0.6793
Cl 5.741124 2.116419 1.733877 -0.08 -0.04 0.12 0.6541
C 3.298712 1.369072 2.707785 0.03 -0.62 -0.12 -0.0930
C 2.165396 0.495066 2.714556 0.79 1.27 -0.03 -0.0226
C -2.781522 1.108427 2.666566 -0.16 -0.71 -0.54 -0.0190
C -3.928911 1.877172 2.860826 -0.64 -0.01 0.19 -0.1050
H -6.265801 -0.695243 2.904034 0.54 0.46 0.04 0.1083
H -4.132230 -2.016496 2.587097 -0.31 0.47 -0.04 0.1153
H -1.827204 -2.187312 1.995365 -0.03 0.95 -1.03 0.1290
H -0.039145 0.185323 2.807289 -1.25 0.45 -0.07 0.0759
H 0.458468 -1.180283 0.358559 0.22 -0.45 0.88 0.1660
H 3.212638 -1.935036 0.662512 -0.19 0.37 -0.25 0.1129
H 5.240682 -0.413282 0.537315 -0.06 -0.29 0.03 0.0951
H 3.364154 2.316994 3.294366 -0.34 -1.14 -0.33 0.1163
H 1.444219 0.769522 3.489377 -0.07 -0.15 -0.62 0.1045
H -1.816046 1.626846 2.656863 -0.36 -0.31 -0.20 0.1112
H -3.902575 2.985328 2.979070 0.14 -1.10 -0.09 0.1167
F 0.604577 -5.430385 -1.185374 -0.02 -0.12 -0.36 0.1417
C 0.623863 -4.422706 -0.317918 0.19 1.43 -1.21 -0.5548
F 1.906699 -3.967871 -0.301872 -0.46 -0.30 0.32 0.1293
F -0.104181 -3.387361 -0.873248 0.33 -0.41 -0.04 0.1045
C 0.039196 -4.763133 0.984375 0.17 -0.44 -0.44 -0.0543
C 0.140444 -3.802119 2.023646 -0.18 -1.05 -0.37 -0.2031
O 0.890027 -2.634847 1.989929 0.01 -1.28 -0.47 -0.0298
C -0.378885 -4.317344 3.209857 0.43 0.96 0.54 -0.0041
C -0.907164 -5.593896 3.332847 -0.30 1.02 1.48 -0.0897
C -1.040488 -6.456766 2.298556 -0.45 -1.07 -1.03 -0.0938
C -0.573523 -6.046485 1.066285 0.43 0.73 -0.41 0.0054
H -0.305427 -3.709716 4.098263 -0.03 0.16 0.14 0.1211
H -1.277225 -5.859425 4.315098 0.05 -0.12 0.02 0.1105
H -1.525214 -7.428865 2.433035 0.27 0.37 -0.08 0.1158
H -0.672888 -6.701149 0.164087 0.30 0.86 1.00 0.1379